Entry 1:
The molecule C5H13N3, computed with the ωB97M-V functional and the def2-TZVPD basis.

The structure (SMILES) is [H]/N=C/NCC[C@H](C)N. Its spin multiplicity is 1. The relative energy (zero: lowest compared OMol25 entry of this formula, charge and spin) comes out at 13.0 kcal/mol. Its total energy is -9865.805 eV.

Cartesian coordinates (Å):
N -2.2364 -1.6003 2.7591
N -1.6101 -1.0255 0.6088
N 2.3721 -0.4630 -1.4857
C -2.2392 -0.7754 1.7991
C -0.0235 -0.2999 -1.1260
C 1.3601 0.1052 -0.5896
C -1.1964 0.0950 -0.2303
C 1.5472 1.5776 -0.2315
H -2.8018 -1.2944 3.5404
H -0.0460 -1.3760 -1.2247
H -0.1323 0.2108 -2.0861
H 1.4540 2.2430 -1.0932
H -0.9560 0.9812 0.3567
H 2.1968 -0.2632 -2.4456
H 3.2517 -0.0004 -1.2701
H 1.4806 -0.4024 0.3575
H 2.5512 1.7131 0.1801
H -2.8160 0.1556 1.8170
H -2.0368 0.4082 -0.8575
H 0.8964 1.8515 0.5934
H -1.0155 -1.8410 0.6281

Mulliken atomic charge list, values in e, 8 entries:
1 N -0.677
2 N -0.279
3 N -0.628
4 C 0.048
5 C -0.919
6 C 0.494
7 C -0.467
8 C -1.443

Entry 2:
A structure of composition C5H13N3, computed with the ωB97M-V functional and the def2-TZVPD basis.

Its spin multiplicity is 1. The relative energy (zero: lowest compared OMol25 entry of this formula, charge and spin) comes out at 116.5 kcal/mol. Its total energy is -9861.313 eV.

Cartesian coordinates (Å):
N -0.2991 -0.2502 0.7637
N -0.2836 -0.7691 -1.5976
N 2.3714 -0.7457 -0.2955
C 1.9471 1.4823 0.6335
C -3.0760 -0.4243 0.2910
C 1.5879 0.4431 -0.4139
C -0.0636 0.1840 -0.5186
C -2.1075 -0.5706 1.1893
H -2.1602 -1.2899 1.9951
H -2.9843 0.2229 -0.5703
H 2.9881 1.7800 0.5008
H -1.0359 -0.4871 -2.2123
H -1.1789 0.2349 1.5609
H -0.4688 1.1670 -0.8093
H -3.9882 -1.0055 0.3451
H 1.3190 2.3671 0.5285
H 2.2584 -1.1823 0.6112
H -0.5124 -1.6801 -1.2187
H 1.8165 1.0914 1.6414
H 2.1126 -1.4175 -1.0107
H 1.7572 0.8495 -1.4135

Mulliken atomic charge list, values in e, 8 entries:
1 N -0.565
2 N -0.580
3 N -0.663
4 C -1.357
5 C -0.554
6 C 0.037
7 C -0.082
8 C -0.388

Entry 3:
The molecule C5H13N3, computed with the ωB97M-V functional and the def2-TZVPD basis.

The structure (SMILES) is [H]/N=C(/N)[C@H](N)C(C)C. Its spin multiplicity is 1. The relative energy (zero: lowest compared OMol25 entry of this formula, charge and spin) comes out at 8.3 kcal/mol. Its total energy is -9866.005 eV.

Cartesian coordinates (Å):
N 0.4494 -0.2499 -2.6587
N 1.5015 1.1921 -0.5216
N -1.3657 -0.9330 -1.5380
C -0.2803 -0.2199 -1.5026
C 0.9478 -0.9748 1.4308
C -0.0051 0.1861 1.1234
C 0.1104 0.7290 -0.3265
C -1.4250 -0.1876 1.5565
H -1.7006 -1.1966 1.2339
H 0.7521 -1.8373 0.7867
H -1.4971 -0.1855 2.6503
H -0.0614 -0.7686 -3.3678
H -1.9186 -0.8209 -0.6919
H -2.1622 0.5263 1.1766
H 0.2890 1.0149 1.7851
H -0.5465 1.6022 -0.4295
H 1.6644 2.0367 0.0212
H 1.6812 1.4121 -1.4936
H 0.8330 -1.2975 2.4722
H 1.9943 -0.6799 1.3031
H 0.7392 0.6521 -3.0096

Mulliken atomic charge list, values in e, 8 entries:
1 N -0.507
2 N -0.664
3 N -0.869
4 C 0.378
5 C -1.500
6 C 0.616
7 C 0.205
8 C -1.846